This record from the OMol25 dataset describes 12 unconnected molecules or ions with the total composition F6H22O11P in a non-equilibrium geometry. The level of theory is ωB97M-V/def2-TZVPD.

Properties
HOMO-LUMO gap in eV: 11.44
Relative energy (zero: lowest compared OMol25 entry of this formula, charge and spin) in kcal per mole: 51.10
Total charge: -1

```
40
Properties=species:S:1:pos:R:3:forces:R:3
P 0.490577 -0.493007 0.114392 -0.42 2.17 1.19
F -0.145163 0.980573 -0.185448 -0.97 -0.42 -0.61
F 1.566947 -0.253917 -1.105048 -0.20 -0.67 0.49
F 1.455937 0.374653 1.101752 0.30 -1.04 0.66
F 1.163997 -1.853317 0.614592 0.37 -0.28 -0.82
F -0.676123 -0.782847 1.299692 0.87 0.76 -0.60
F -0.509903 -1.175097 -0.929068 0.00 -0.59 -0.34
O 2.274097 -1.715287 5.597162 -0.05 0.06 0.30
H 2.441637 -1.245807 4.780002 -0.05 0.16 -0.30
H 2.705137 -2.561907 5.480242 0.07 -0.21 -0.04
O -0.163293 5.717913 -2.900518 -0.02 0.30 -0.11
H -0.941443 5.311853 -2.518648 -0.17 -0.10 0.13
H 0.472477 5.005203 -2.964408 0.21 -0.21 -0.02
O -1.465613 -4.879767 0.415262 -0.22 -0.29 -0.20
H -1.473233 -4.888107 1.372392 0.03 0.04 0.22
H -1.230463 -3.980937 0.184952 0.21 0.40 -0.05
O -1.535513 1.137083 -4.223668 0.00 0.13 -0.33
H -2.433413 1.200593 -3.898158 -0.17 0.03 0.11
H -1.134083 0.452483 -3.688488 0.22 -0.17 0.30
O 3.768357 2.952183 -3.658338 0.01 0.27 -0.01
H 4.461177 2.643073 -4.242018 0.16 -0.05 -0.14
H 3.345307 2.153233 -3.343798 -0.21 -0.23 0.19
O -2.321573 4.710383 1.226212 0.01 0.31 0.02
H -1.852743 3.972733 0.835962 0.24 -0.29 -0.04
H -3.246363 4.511433 1.079902 -0.21 -0.07 0.02
O 3.293067 4.640593 3.480432 -0.01 0.25 0.10
H 2.894827 3.901473 3.020702 -0.20 -0.20 -0.18
H 4.135277 4.305963 3.788532 0.19 -0.07 0.07
O -2.603193 -5.762737 -4.060028 -0.11 -0.23 -0.12
H -2.195443 -5.155647 -4.677608 0.12 0.13 -0.15
H -2.749973 -5.240357 -3.271468 0.00 0.08 0.29
O -5.615893 -2.980127 0.392512 -0.23 -0.11 0.12
H -4.755883 -3.278557 0.096612 0.30 -0.11 -0.01
H -5.799393 -2.208237 -0.142978 -0.04 0.21 -0.09
O 5.206727 -2.869487 -1.205498 0.31 -0.19 -0.09
H 5.259517 -2.042177 -0.726968 -0.06 0.21 0.13
H 4.284567 -2.946777 -1.450208 -0.30 0.01 -0.02
O -2.438653 1.004443 4.828262 -0.28 0.13 0.17
H -1.633983 0.980513 5.346122 0.21 0.01 0.08
H -2.298273 0.357733 4.136682 0.09 -0.15 -0.30
```
Positions in Å, forces in eV/Å.

This record from the OMol25 dataset describes a molecular structure, F6N3Na2O12S6 in a non-equilibrium geometry. The level of theory is ωB97M-V/def2-TZVPD.

Properties
HOMO-LUMO gap in eV: 5.75
Relative energy (zero: lowest compared OMol25 entry of this formula, charge and spin) in kcal per mole: 107.78
Total charge: -1

```
29
Properties=species:S:1:pos:R:3:forces:R:3
Na 1.919365 3.404811 -1.103803 -0.04 -0.01 0.25
Na -0.342404 -0.104257 -0.203703 -0.19 -0.51 0.23
N -1.870844 3.207402 -1.125223 -0.17 -0.76 -5.00
S -2.746935 3.271078 -2.555989 -0.90 -1.33 -5.26
O -3.225131 4.559049 -3.098471 1.59 -2.19 2.10
O -3.614275 2.138666 -2.840602 1.41 1.34 1.41
F -1.468472 2.909848 -3.521068 -0.14 0.37 0.72
S -2.806916 4.137084 -0.365141 -2.88 4.33 6.87
O -4.203465 3.720111 -0.252214 1.95 0.70 -1.10
O -2.501115 5.576091 -0.273785 -0.39 -2.77 -1.04
F -2.200362 3.606649 0.998505 0.24 0.05 1.40
N -0.687451 -3.899231 -0.698826 1.44 -0.28 3.90
S -0.472805 -5.023425 0.515288 0.15 -1.37 3.34
O 0.746363 -5.810716 0.378812 -2.00 1.50 -0.18
O -1.677449 -5.672818 1.098978 2.51 1.46 -2.34
F -0.138436 -4.009219 1.759200 0.12 -0.03 -1.39
S -1.648265 -4.594237 -1.646590 -4.33 -1.69 -5.01
O -3.094207 -4.463642 -1.373730 2.99 -0.51 -0.07
O -1.095533 -5.786172 -2.263599 -0.96 0.16 1.55
F -1.490209 -3.641306 -2.916267 0.12 1.18 0.21
N 2.918998 0.708812 1.335254 -0.78 2.52 4.13
S 2.888220 1.228492 3.016004 -1.64 -4.69 3.35
O 2.839443 2.604525 3.285441 0.43 1.59 -0.76
O 3.527905 0.309903 4.013016 -0.67 2.55 -3.33
F 1.385538 0.758314 3.262172 -0.53 0.34 -0.73
S 4.423436 0.317402 1.399049 4.76 -4.43 -3.67
O 4.628799 -1.135887 1.419905 -0.19 2.65 1.19
O 5.414469 1.218748 1.999117 -2.20 -1.12 -1.02
F 4.591737 0.463925 -0.241735 0.30 1.00 0.25
```
Positions in Å, forces in eV/Å.

This record from the OMol25 dataset describes a molecular structure, F8LiN4O16S8 in a non-equilibrium geometry. The level of theory is ωB97M-V/def2-TZVPD.

Properties
HOMO-LUMO gap in eV: 7.98
Relative energy (zero: lowest compared OMol25 entry of this formula, charge and spin) in kcal per mole: 148.97
Total charge: -3

```
37
Properties=species:S:1:pos:R:3:forces:R:3
Li -0.580050 0.705379 0.248344 0.32 0.04 0.18
N -2.384060 1.563969 2.914944 -4.68 -2.33 0.20
S -2.625170 3.035079 3.224964 5.55 9.04 0.35
O -2.456530 3.549829 4.585184 -2.11 -1.40 -1.07
O -3.323320 3.863299 2.223184 -0.43 -1.92 2.05
F -1.113780 3.439939 2.795924 0.85 -0.23 -0.79
S -4.124890 1.307169 2.991634 -2.11 -4.39 -1.36
O -4.806430 1.390389 1.677354 1.47 0.44 3.23
O -4.807330 1.699819 4.256674 1.85 -0.77 -3.30
F -3.936780 -0.331531 3.073814 -0.28 1.45 0.48
N 0.322610 4.101329 -5.037656 -2.48 1.66 2.17
S -0.691670 4.458809 -3.768246 1.31 0.59 4.87
O -1.145120 3.262159 -3.029386 0.49 2.31 -1.54
O -1.578600 5.620109 -3.806286 1.50 -1.82 -0.38
F 0.548210 4.974489 -2.854136 -0.68 -0.02 -0.27
S -0.849620 3.537599 -5.887396 0.10 -3.96 -4.84
O -1.974040 4.350779 -6.243896 0.25 0.17 0.24
O -1.114390 2.138919 -5.613236 0.04 1.23 -0.61
F 0.039500 3.522709 -7.268746 -0.58 -0.17 0.35
N 0.205310 -5.773731 3.264784 -2.01 0.44 -3.63
S -0.298970 -5.316431 1.684994 -3.92 -1.25 -1.81
O -0.230290 -6.343721 0.612504 0.42 2.34 2.44
O -0.142510 -3.924021 1.334154 0.27 -1.42 0.57
F -1.887490 -5.430641 2.008724 0.53 0.28 0.41
S 1.687150 -5.876951 2.834754 5.07 -1.05 1.65
O 2.317220 -4.576671 2.826954 0.11 -1.27 -0.42
O 2.068840 -6.901071 1.868554 -0.31 1.51 1.12
F 2.225140 -6.555561 4.222874 -0.23 0.29 -0.26
N 2.612090 0.103059 -0.960456 3.35 -4.11 1.44
S 3.359000 -1.355891 -1.480566 -1.51 -2.16 -5.17
O 3.290710 -2.586171 -0.709726 0.27 2.21 0.22
O 4.447980 -1.209311 -2.433446 -0.30 0.55 1.97
F 2.194650 -1.615681 -2.548406 -0.65 -0.02 0.02
S 3.481320 0.014929 0.432824 0.49 5.26 3.81
O 4.892510 -0.395481 0.528274 -2.75 -0.49 -0.81
O 2.620800 -0.100551 1.613434 1.08 -0.53 -1.81
F 3.758000 1.653639 0.416744 -0.27 -0.52 0.30
```
Positions in Å, forces in eV/Å.

This record from the OMol25 dataset describes a molecular structure, FFe2H6O3 in a non-equilibrium geometry. The level of theory is ωB97M-V/def2-TZVPD.

Properties
HOMO-LUMO gap in eV: 5.23
Total charge: +3

```
12
Properties=species:S:1:pos:R:3:forces:R:3
Fe -28.435030 39.688230 -13.312430 0.88 1.18 -2.61
Fe -24.496130 39.523210 -13.622550 -0.49 2.79 0.54
F -26.448020 40.248450 -13.614970 -0.09 -1.77 0.75
O -28.696140 40.171760 -15.444320 0.15 -0.87 2.36
H -28.758680 41.042680 -15.836520 0.04 1.23 0.05
H -28.747600 39.569910 -16.186860 -0.22 -0.90 -0.36
O -26.447610 42.125120 -15.770130 -0.12 0.01 0.28
H -26.462910 41.661650 -14.932760 0.00 0.11 0.13
H -26.088240 41.489900 -16.389480 0.15 0.00 -0.66
O -23.833080 41.501160 -13.193310 -0.36 -2.63 -0.40
H -24.354770 42.113370 -12.674390 -0.56 0.39 0.74
H -23.487000 42.030110 -13.912100 0.62 0.46 -0.82
```
Positions in Å, forces in eV/Å.

This record from the OMol25 dataset describes 7 unconnected molecules or ions with the total composition FH12O6. The level of theory is ωB97M-V/def2-TZVPD.

Properties
HOMO-LUMO gap in eV: 10.99
Relative energy (zero: lowest compared OMol25 entry of this formula, charge and spin) in kcal per mole: 3.06
Total charge: -1

```
19
Properties=species:S:1:pos:R:3:forces:R:3
F -0.214426 0.094725 -0.429774 0.08 -0.07 -0.11
O -1.639159 1.677931 -2.082414 0.08 0.01 -0.08
H -1.471194 2.550263 -1.717643 0.01 0.00 0.00
H -1.042182 1.090107 -1.568786 -0.16 0.01 0.13
O 1.825591 1.693143 0.152107 0.16 0.15 0.08
H 2.480828 1.032155 -0.089329 -0.05 0.00 -0.13
H 0.975637 1.274132 -0.103376 0.05 -0.20 0.04
O 1.706410 -1.714838 0.346179 0.18 0.14 -0.06
H 2.218291 -1.295576 1.042134 -0.07 -0.02 0.06
H 1.064461 -1.032371 0.058496 -0.14 -0.14 -0.04
O -1.974000 -0.940372 1.294456 0.11 0.05 -0.01
H -2.303620 -0.116979 1.664140 -0.03 0.01 -0.03
H -1.350236 -0.648067 0.590020 -0.14 0.01 0.07
O -0.680927 -1.892790 -2.378312 -0.08 0.06 -0.14
H -1.497526 -1.663863 -2.830326 0.00 0.02 0.02
H -0.536352 -1.146239 -1.769280 0.13 -0.06 0.18
O 0.647508 0.448899 2.949606 -0.09 -0.14 0.14
H 0.208477 0.149012 2.140825 -0.01 -0.03 0.05
H 1.582418 0.440727 2.731277 -0.02 0.20 -0.16
```
Positions in Å, forces in eV/Å.

This record from the OMol25 dataset describes 7 unconnected molecules or ions with the total composition FH12O6 in a non-equilibrium geometry. The level of theory is ωB97M-V/def2-TZVPD.

Properties
HOMO-LUMO gap in eV: 10.40
Relative energy (zero: lowest compared OMol25 entry of this formula, charge and spin) in kcal per mole: 13.53
Total charge: -1

```
19
Properties=species:S:1:pos:R:3:forces:R:3
F 23.321897 -5.771901 -12.220417 0.29 0.82 -0.05
O 20.616908 -5.747403 -12.077300 -1.51 0.98 -0.19
H 21.569125 -5.760719 -12.061439 0.63 -0.45 0.19
H 20.233335 -6.584222 -11.832442 0.54 -0.41 0.13
O 22.832478 -3.530058 -13.762222 0.40 1.07 -0.64
H 23.047738 -4.253679 -13.162200 0.27 -0.23 0.25
H 23.628394 -2.973581 -13.876520 -0.63 -0.74 0.36
O 22.579322 -6.891623 -14.446613 -1.49 -0.52 1.41
H 22.758261 -6.538523 -13.540201 -0.70 -0.31 -0.74
H 23.320521 -6.553774 -14.883737 1.71 0.64 -1.43
O 25.779787 -4.701807 -11.452347 -1.11 -0.24 0.81
H 26.245822 -4.694955 -12.269785 0.60 -0.11 -0.96
H 24.935528 -5.166049 -11.679530 0.48 0.44 0.19
O 22.822260 -7.545227 -10.624558 -0.03 -0.77 0.71
H 23.124965 -6.768460 -11.157076 0.03 -0.24 0.38
H 23.464906 -7.754248 -9.933669 -0.17 0.34 -0.37
O 25.140771 -7.456155 -13.097313 0.03 0.15 -0.11
H 24.343382 -6.936356 -12.845912 0.62 -0.33 -0.09
H 25.343550 -7.952479 -12.304443 0.03 -0.11 0.14
```
Positions in Å, forces in eV/Å.

This record from the OMol25 dataset describes 14 unconnected molecules or ions with the total composition FH28NO15S2 in a non-equilibrium geometry. The level of theory is ωB97M-V/def2-TZVPD.

Properties
HOMO-LUMO gap in eV: 9.43

```
47
Properties=species:S:1:pos:R:3:forces:R:3
O 0.823488 0.138397 1.500707 -2.45 1.30 -2.54
S 0.117855 0.958646 0.472434 2.82 0.21 2.61
O 0.650839 2.318424 0.350907 -2.05 -2.63 -0.35
F -1.447850 1.001502 0.986101 1.90 -0.11 -1.21
N 0.072308 0.169560 -1.017074 -0.10 1.54 1.95
S 1.378852 0.605986 -2.081455 0.04 0.39 -1.32
H -0.037338 -0.842722 -0.918103 0.26 -0.19 0.38
H 2.365223 1.285412 -1.408711 -0.88 -0.69 0.59
O -0.446871 5.133039 -0.679958 0.12 0.08 0.05
H -0.747292 5.870095 -0.136142 -0.12 -0.07 0.06
H -0.097828 4.502781 -0.040604 -0.06 -0.06 -0.07
O -3.419017 3.389469 1.840113 0.16 0.57 0.17
H -2.948041 2.558092 1.764432 0.01 -0.01 -0.12
H -3.767151 3.377033 2.737369 -0.21 -0.26 -0.06
O -1.742808 6.154315 2.275660 0.01 0.00 0.14
H -1.104796 6.043203 2.986331 0.05 0.06 0.00
H -2.431870 5.507912 2.474973 0.04 -0.12 -0.34
O -2.544921 -1.030908 -3.031274 0.09 0.17 -0.09
H -1.945466 -0.705402 -2.350554 -0.11 -0.07 -0.02
H -2.336458 -0.491091 -3.804178 -0.02 -0.04 -0.04
O -0.382175 -3.012348 -1.136040 0.20 0.17 -0.04
H 0.433094 -3.447903 -1.405926 0.04 0.07 -0.04
H -0.898672 -3.711126 -0.723288 -0.11 0.13 0.13
O 3.524140 -1.369748 -2.404123 0.10 -0.22 -0.16
H 4.000951 -2.062445 -2.874837 -0.03 -0.08 0.06
H 3.878398 -1.412884 -1.507919 -0.01 -0.05 0.01
O -4.255176 0.928262 3.026671 0.04 -0.03 0.11
H -3.388551 0.636730 2.727302 -0.03 -0.15 0.01
H -4.664918 0.123481 3.362143 0.05 -0.15 -0.01
O -0.796214 -2.494376 2.397245 -0.09 0.10 -0.06
H -1.269798 -2.212844 3.185564 -0.02 -0.06 0.04
H -0.356839 -1.692924 2.087724 0.17 -0.01 0.01
O 6.287154 -0.964902 -2.932524 0.14 0.06 -0.01
H 6.932101 -0.257297 -2.837265 0.10 -0.08 0.02
H 5.584474 -0.574798 -3.463292 -0.11 0.00 0.12
O 5.468990 -3.205751 -0.316214 0.02 0.35 -0.30
H 6.071008 -2.882294 0.367780 -0.22 -0.13 0.18
H 5.680307 -2.665171 -1.087902 0.21 -0.13 -0.05
O -5.228318 -2.138730 3.820416 -0.11 0.16 -0.01
H -5.322136 -2.980313 3.363809 0.11 -0.01 -0.05
H -6.128346 -1.800211 3.872471 -0.03 -0.04 0.06
O 5.708615 -2.180477 2.362163 0.02 0.16 0.11
H 5.007405 -1.562866 2.131428 -0.02 -0.02 -0.06
H 5.405888 -2.581227 3.182230 0.07 -0.10 0.00
O -3.558393 -0.878746 -5.902313 -0.05 0.03 0.19
H -4.259700 -0.263505 -6.136692 0.02 0.04 -0.06
H -3.864146 -1.279331 -5.079585 0.03 -0.10 -0.03
```
Positions in Å, forces in eV/Å.

This record from the OMol25 dataset describes 2 unconnected molecules or ions with the total composition FH2O2P in a non-equilibrium geometry. The level of theory is ωB97M-V/def2-TZVPD.

Properties
HOMO-LUMO gap in eV: 10.95
Relative energy (zero: lowest compared OMol25 entry of this formula, charge and spin) in kcal per mole: 28.69
SMILES: O=PO.F

```
6
Properties=species:S:1:pos:R:3:forces:R:3
O -0.481452 -1.036927 0.143534 1.27 -1.11 -0.06
P -1.781056 -0.407707 0.069435 0.21 3.30 -0.09
O -1.518629 1.255037 -0.018854 -2.08 -1.88 0.21
H -0.786004 1.782629 -0.321925 0.83 -0.22 -0.10
F 2.757681 -0.884455 0.095445 -1.92 0.45 -0.16
H 1.809461 -0.708578 0.032363 1.70 -0.54 0.19
```
Positions in Å, forces in eV/Å.